# 1
18
Properties=species:S:1:pos:R:3:lowdin_charge:R:1 method="wB97M-V/def2-TZVPD" total_charge=0 e_above_lowest_kcal_mol=96.3 homo_lumo_gap_ha=0.24380 total_energy_ev=-22970.8101 e_homo_ev=-6.787
C -2.424 0.109 -1.061 -0.30
C 1.968 -0.635 -0.655 -0.24
C 2.521 -1.517 0.368 0.03
C -1.428 0.219 1.461 -0.16
C 0.084 1.768 -0.291 -0.38
O 2.388 -0.123 -1.607 0.24
O 0.156 -0.769 -0.428 -0.39
F -0.740 2.800 0.165 -0.18
S -0.914 0.362 -0.285 0.83
H -2.275 -0.492 -2.029 0.02
H -2.917 0.923 -1.383 -0.07
H 0.373 2.010 -1.377 0.07
H 3.449 -1.145 0.729 0.10
H 2.587 -2.472 -0.122 0.11
H 1.748 -1.692 1.227 0.14
H -1.537 1.295 1.813 0.09
H -2.406 -0.288 1.584 0.07
H -0.634 -0.353 1.893 0.03

---

# 2
16
Properties=species:S:1:pos:R:3:lowdin_charge:R:1 method="wB97M-V/def2-TZVPD" total_charge=0 e_above_lowest_kcal_mol=101.3 homo_lumo_gap_ha=0.29380 total_energy_ev=-7390.3726 e_homo_ev=-6.960
C -1.066 0.122 -1.675 -0.10
O -1.129 -0.660 -0.522 -0.06
C -0.128 -0.598 0.303 -0.34
C -0.410 -1.071 1.689 0.00
C 1.187 -0.018 -0.070 -0.21
C 0.619 1.387 -0.106 -0.15
H -0.504 1.172 -0.968 0.09
H -0.259 -0.178 -2.352 0.08
H -2.042 0.077 -2.158 0.07
H -0.169 -0.275 2.406 0.09
H -1.463 -1.339 1.803 0.09
H 0.220 -1.933 1.945 0.09
H 1.963 -0.231 0.672 0.11
H 1.541 -0.360 -1.048 0.12
H 1.102 2.073 -0.807 0.07
H 0.538 1.829 0.888 0.06

---

# 3
97
Properties=species:S:1:pos:R:3:lowdin_charge:R:1 method="wB97M-V/def2-TZVPD" total_charge=-1 e_above_lowest_kcal_mol=0.0 homo_lumo_gap_ha=0.25464 total_energy_ev=-95788.2624 e_homo_ev=-4.664
Pd -1.138 -0.119 1.821 0.58
O 0.911 1.247 1.573 -0.37
P -0.037 2.332 1.202 0.67
C -0.936 2.119 -0.378 -0.29
P -1.885 0.572 -0.681 0.67
O -1.064 -0.594 -1.120 -0.42
C -2.959 0.306 0.714 -0.39
C -3.018 -1.008 1.273 -0.20
C -3.937 -1.258 2.331 -0.09
C -4.764 -0.276 2.789 -0.10
C -4.729 1.018 2.212 -0.11
C -3.851 1.305 1.211 -0.11
C -2.898 1.070 -2.129 -0.25
C -3.743 2.179 -2.144 -0.09
C -4.500 2.477 -3.266 -0.09
C -4.422 1.666 -4.391 -0.10
C -3.588 0.559 -4.386 -0.08
C -2.830 0.262 -3.261 -0.08
C 0.895 3.867 0.866 -0.25
C 1.779 3.849 -0.214 -0.08
C 2.576 4.946 -0.495 -0.08
C 2.506 6.078 0.308 -0.09
C 1.650 6.097 1.398 -0.09
C 0.851 4.995 1.678 -0.08
C -1.224 2.760 2.492 -0.31
C -2.113 3.822 2.347 -0.13
C -3.065 4.079 3.321 -0.09
C -3.152 3.250 4.432 -0.09
C -2.270 2.190 4.583 -0.06
C -1.286 1.951 3.632 -0.08
H -0.177 2.109 -1.167 0.06
H -1.559 3.002 -0.540 0.06
H -2.584 -1.847 0.739 0.09
H -3.957 -2.244 2.774 0.10
H -5.452 -0.482 3.600 0.09
H -5.395 1.789 2.579 0.10
H -3.827 2.306 0.801 0.08
H -3.818 2.824 -1.276 0.09
H -5.153 3.341 -3.263 0.10
H -5.012 1.899 -5.269 0.10
H -3.524 -0.078 -5.259 0.10
H -2.178 -0.602 -3.239 0.10
H 1.870 2.956 -0.822 0.10
H 3.259 4.915 -1.334 0.10
H 3.128 6.937 0.090 0.10
H 1.606 6.968 2.039 0.10
H 0.201 5.015 2.542 0.10
H -2.067 4.451 1.464 0.11
H -3.745 4.914 3.208 0.10
H -3.912 3.430 5.182 0.10
H -2.339 1.539 5.445 0.11
H -0.539 1.183 3.803 0.10
O 2.394 -1.711 1.826 -0.07
C 1.535 -2.140 2.595 -0.52
C 1.768 -3.388 3.445 -0.09
C 0.474 -3.526 4.232 -0.10
C -0.342 -2.317 3.772 -0.52
O -1.433 -2.029 4.243 0.00
N 0.307 -1.621 2.790 0.09
H 2.658 -3.244 4.058 0.11
H 1.965 -4.218 2.764 0.11
H 0.590 -3.490 5.315 0.11
H -0.087 -4.429 3.991 0.11
F 0.797 -1.754 -7.126 0.03
C 1.047 -1.597 -5.799 -0.29
C 0.438 -0.562 -5.124 -0.03
C 0.706 -0.417 -3.766 -0.14
C 1.563 -1.279 -3.088 -0.37
C 2.151 -2.311 -3.819 -0.12
C 1.903 -2.483 -5.174 -0.02
Sb 1.866 -1.004 -0.940 1.59
C 4.003 -1.335 -1.138 -0.37
C 4.770 -1.852 -0.091 -0.12
C 6.150 -1.978 -0.201 -0.02
C 6.762 -1.566 -1.366 -0.30
F 8.111 -1.687 -1.480 0.03
C 6.051 -1.033 -2.419 -0.03
C 4.671 -0.923 -2.291 -0.14
C 1.340 -3.053 -0.555 -0.35
C 0.034 -3.335 -0.159 -0.12
C -0.359 -4.632 0.147 -0.01
C 0.575 -5.642 0.050 -0.29
F 0.202 -6.915 0.346 0.03
C 1.879 -5.407 -0.335 -0.02
C 2.251 -4.101 -0.634 -0.11
H -0.231 0.107 -5.650 0.11
H 0.216 0.384 -3.224 0.07
H 2.821 -3.006 -3.326 0.10
H 2.356 -3.284 -5.742 0.11
H 4.279 -2.153 0.826 0.08
H 6.748 -2.381 0.606 0.11
H 6.569 -0.717 -3.315 0.11
H 4.110 -0.511 -3.123 0.09
H -0.686 -2.529 -0.085 0.05
H -1.370 -4.860 0.460 0.11
H 2.583 -6.228 -0.389 0.11
H 3.280 -3.909 -0.919 0.09